Record 1
Computed, not measured: the molecule C22H32N2O5, with ωB97M-V/def2-TZVPD.

```
! wB97M-V def2-TZVPD RIJCOSX def2/J DEFGRID3
* xyz 0 1
O -3.78245 -0.63232 -0.74632
O 1.32686 0.31528 0.64406
O 1.44548 -2.24205 0.41132
O -3.29444 -1.49995 1.29428
O 0.47740 -1.53288 -1.48345
N -1.98501 -1.90884 -0.51428
N 3.45774 0.76032 0.04344
C -1.02712 -4.06763 0.18881
C -0.90283 -2.52431 0.21906
C -3.03391 -1.34645 0.12651
C 3.57133 2.55214 1.75696
C 5.45715 1.23747 -1.31871
C -0.74647 -4.61429 -1.20797
C -5.35654 3.83352 -0.25046
C -4.10773 4.27868 0.14843
C 5.66729 0.05862 0.92359
C -3.35840 2.00533 0.31614
C 5.37912 2.69421 -0.88423
C 0.39825 -2.02781 -0.38844
C -3.10990 3.36152 0.42988
C 4.78855 0.29221 -0.31214
C -5.60352 2.47772 -0.37270
C -4.89009 0.07680 -0.20294
C 3.91338 3.06860 -0.71368
C 2.63538 -1.57634 0.03191
C -0.12351 -4.71819 1.22993
C 3.21741 2.17940 0.31590
C -4.60740 1.55272 -0.08863
C 2.41837 -0.06716 0.27373
H 3.81463 4.10781 -0.39838
H -0.95787 -2.19088 1.26184
H -0.26134 -5.79698 1.21780
H 4.66972 -0.67117 -0.81616
H -2.13318 3.70047 0.74218
H 0.92108 -4.50002 1.02558
H 0.29338 -4.45145 -1.48383
H -1.76041 -1.58044 -1.44395
H 3.18501 3.54421 1.97642
H -2.06905 -4.28280 0.44784
H 6.03658 0.99198 1.33468
H 5.10446 -0.45669 1.69791
H 3.10650 1.84648 2.44057
H -2.57582 1.29633 0.54231
H 3.42471 -1.98573 0.66206
H 2.13387 2.30526 0.20901
H 6.49493 0.92653 -1.44689
H -1.37861 -4.12459 -1.94400
H 4.64264 2.55622 1.93079
H -0.36307 -4.35131 2.22455
H 5.83953 3.32894 -1.64308
H -6.57797 2.13318 -0.68889
H 2.83975 -1.76026 -1.02929
H -0.94529 -5.68320 -1.23906
H 6.52342 -0.55373 0.65102
H 5.92421 2.84820 0.04707
H -5.73785 -0.10326 -0.87003
H -5.11385 -0.33767 0.78993
H -3.91363 5.33748 0.23892
H 4.95273 1.13500 -2.28198
H -6.13952 4.54414 -0.47218
H 3.40870 2.95908 -1.67594
*
```

SMILES: CC(C)[C@H](NC(=O)OCc1ccccc1)C(=O)OCC(=O)N1[C@H](C)CCC[C@@H]1C
Energy relative to the best compared isomer or geometry (same formula, charge and spin): 14.0 kcal/mol

=====

Record 2
Computed, not measured: C22H32N2O7P2Sc as an isolated structure, with ωB97M-V/def2-TZVPD.

```
! wB97M-V def2-TZVPD RIJCOSX def2/J DEFGRID3
* xyz 1 1
Sc -0.33618 -0.33225 -0.32229
P -1.25398 -3.53855 -0.05539
P -2.93808 -1.08455 0.80981
O -4.55578 -0.94625 0.90341
O -2.56558 -0.51185 2.26701
O -2.41598 -0.26545 -0.32229
O -3.92928 -3.39315 0.09411
O -1.94468 -3.86115 -1.49459
O -0.83868 -4.89185 0.45481
O -0.26938 -2.44085 -0.32229
N 1.75322 -0.28425 -0.32229
N -0.28818 1.75785 -0.32229
C -2.52398 4.72095 -0.44459
C 3.86092 -0.89935 1.54261
C 0.96012 1.95915 -0.03209
C 3.75122 -1.57265 0.20211
C -2.74868 -2.89405 0.83391
C 4.60962 -3.18405 -1.39459
C -1.25268 2.70795 0.05121
C 2.59442 -1.93275 -1.91469
C -1.56148 3.77345 -0.82129
C -1.70458 1.39585 2.16771
C -2.92938 3.52025 1.60911
C -0.86058 3.91955 -2.14409
C -2.85868 -3.47465 2.23871
C 1.45442 -1.64775 -2.85199
C 3.12802 1.54955 -1.34209
C 1.53192 3.11485 0.74501
C 3.55832 -2.89165 -2.26049
C 2.70902 -1.24465 -0.69139
C 4.70482 -2.53135 -0.16789
C 1.95952 0.96755 -0.59239
C -1.96318 2.56515 1.25931
C -3.20158 4.59565 0.76541
H -2.60738 0.46105 2.24411
H 0.15812 4.28945 -1.99349
H -1.19968 -4.15985 -2.05099
H 4.19632 0.13495 1.42081
H 2.47302 2.81905 1.21771
H -0.67088 1.41285 2.52771
H 4.57892 -1.41395 2.19021
H 1.53552 -0.63205 -3.25109
H 0.49612 -1.76175 -2.33509
H 3.95222 1.72805 -0.64649
H 3.48742 -3.42505 -3.20559
H -2.91198 -4.56775 2.20861
H -3.95588 5.32715 1.04371
H -1.38568 4.62505 -2.79699
H -0.82448 2.96205 -2.67399
H -0.33618 -0.33225 1.53821
H 1.72202 3.94985 0.06551
H -4.94048 -1.80795 0.61731
H 5.52012 -2.78495 0.50581
H 1.45182 -2.34105 -3.69999
H -1.89178 0.45545 1.63901
H 0.85212 3.44075 1.53491
H -2.76138 5.55485 -1.10129
H -3.51588 -3.72635 -0.74299
H -1.99608 -3.18675 2.84641
H 2.89702 -0.91025 2.06191
H 3.46602 0.88135 -2.13669
H -2.36048 1.41715 3.04471
H -3.76828 -3.12275 2.73661
H -3.48378 3.42515 2.54001
H 5.34752 -3.93385 -1.66879
H 2.84092 2.49795 -1.80519
*
```

=====

For the records above, the corresponding orbital gap values read 9.604, 7.626 eV.